ORCA calculation (wB97M-V/def2-TZVPD) on the ion C5H14N2 with charge +2 at a distorted geometry.

**SMILES**: C[C@H]([NH3+])C/C=C/[NH3+]
**Orbital gap**: 11.95 eV
**Lowest unoccupied orbital energy**: -6.685 eV
**Net charge**: +2
**Spin multiplicity**: 1
**ΔE to the lowest compared entry with this formula, charge and spin**: 17.4 kJ/mol

Geometry as XYZ:
```
21
Properties=species:S:1:pos:R:3:lowdin_charge:R:1
C 0.324 2.553 0.041 -0.026
C 0.519 1.261 -0.715 -0.302
C -0.537 0.164 -0.345 -0.139
C -0.242 -0.714 0.825 -0.034
C -0.411 -2.018 0.704 -0.047
N -0.200 -2.960 1.833 0.222
N 0.421 1.523 -2.205 0.231
H -0.501 2.506 0.765 0.100
H 1.126 2.943 0.667 0.103
H -0.017 3.406 -0.559 0.102
H 1.493 0.808 -0.534 0.157
H -0.762 -0.452 -1.221 0.121
H -1.446 0.757 -0.182 0.140
H 0.051 -0.167 1.714 0.145
H -0.544 -2.602 -0.191 0.140
H -0.636 -3.856 1.650 0.176
H -0.643 -2.633 2.693 0.184
H 0.770 -3.195 2.043 0.187
H 0.141 0.727 -2.788 0.178
H 1.264 1.951 -2.569 0.182
H -0.312 2.232 -2.350 0.180
```

ORCA calculation (wB97M-V/def2-TZVPD) on a structure of composition C14H22GeIN4O3PdS3 at a distorted geometry.

**Orbital gap**: 7.93 eV
**Lowest unoccupied orbital energy**: -3.408 eV
**Net charge**: +1
**Spin multiplicity**: 1
**ΔE to the lowest compared entry with this formula, charge and spin**: 0.0 kJ/mol

Geometry as XYZ:
```
49
Properties=species:S:1:pos:R:3:lowdin_charge:R:1
Pd 0.187 0.538 1.151 0.543
N 2.805 1.555 4.584 0.109
C 2.084 1.599 3.460 -0.831
N 2.540 2.315 2.441 0.134
S 0.601 0.741 3.435 0.704
H 3.599 2.154 4.734 0.121
H 2.491 0.978 5.344 0.103
H 3.425 2.792 2.498 0.126
H 1.949 2.483 1.636 0.060
N -0.322 4.375 -0.813 0.222
C -0.541 3.609 0.252 -0.620
O 0.303 2.762 0.597 -0.149
C -1.806 3.842 1.021 -0.527
I -2.899 2.034 1.239 0.964
H 0.452 4.131 -1.419 0.110
H -1.018 5.018 -1.149 0.128
H -2.462 4.566 0.549 0.052
H -1.551 4.172 2.025 0.066
C -1.085 -4.169 1.220 -0.213
Ge -1.293 -2.231 1.355 0.722
C -2.244 -1.615 -0.240 -0.217
C -2.164 -1.702 3.019 -0.223
C 0.530 -1.406 1.372 -0.762
H -2.035 -4.624 0.936 0.027
H -0.767 -4.608 2.166 0.026
H -0.348 -4.420 0.456 0.007
H -1.859 -2.121 -1.128 0.027
H -2.175 -0.540 -0.402 -0.050
H -3.299 -1.879 -0.144 0.031
H -3.144 -2.171 3.111 0.028
H -2.296 -0.620 3.059 -0.029
H -1.560 -2.004 3.876 0.026
H 1.065 -1.664 2.285 -0.020
O 1.055 2.202 -2.550 -0.271
S 0.177 1.101 -2.269 0.666
O -1.236 1.340 -2.157 -0.281
N 0.742 0.331 -0.893 -0.159
C 1.106 -0.895 -1.201 -0.610
S 1.533 -2.025 0.002 0.995
C 1.085 -1.250 -2.622 -0.220
C 1.473 -2.427 -3.249 -0.002
C 1.301 -2.520 -4.621 -0.037
C 0.738 -1.475 -5.352 -0.034
C 0.338 -0.302 -4.726 -0.007
C 0.529 -0.228 -3.362 -0.217
H 1.891 -3.250 -2.685 0.116
H 1.600 -3.423 -5.136 0.118
H 0.607 -1.582 -6.420 0.119
H -0.104 0.512 -5.283 0.131
```

ORCA calculation (wB97M-V/def2-TZVPD) on the molecule C5H8N2 at a distorted geometry.

**SMILES**: CCc1cnc[nH]1
**Orbital gap**: 9.41 eV
**Lowest unoccupied orbital energy**: 0.862 eV
**Spin multiplicity**: 1
**ΔE to the lowest compared entry with this formula, charge and spin**: 43.9 kJ/mol

Geometry as XYZ:
```
15
Properties=species:S:1:pos:R:3:lowdin_charge:R:1
C -0.062 -2.145 -0.211 -0.114
C -0.824 -0.864 0.163 -0.202
C -0.155 0.433 -0.085 -0.284
C -0.762 1.609 -0.445 -0.124
N -0.018 2.695 -0.072 0.054
C 1.047 2.194 0.484 -0.214
N 1.074 0.829 0.413 0.088
H -0.731 -3.001 -0.286 0.067
H 0.367 -2.033 -1.212 0.072
H 0.804 -2.393 0.404 0.063
H -1.181 -0.973 1.189 0.114
H -1.713 -0.920 -0.470 0.111
H -1.698 1.631 -0.986 0.105
H 1.964 2.701 0.735 0.112
H 1.889 0.238 0.380 0.150
```

ORCA calculation (wB97M-V/def2-TZVPD) on the ion C2H6N3O2 with charge -1 at a distorted geometry.

**SMILES**: CC[N-][N+](=O)[N-]O
**Orbital gap**: 6.95 eV
**Lowest unoccupied orbital energy**: 4.403 eV
**Net charge**: -1
**Spin multiplicity**: 1
**ΔE to the lowest compared entry with this formula, charge and spin**: 757.0 kJ/mol

Geometry as XYZ:
```
13
Properties=species:S:1:pos:R:3:lowdin_charge:R:1
C -0.674 0.004 0.811 -0.128
C -0.232 -0.669 -0.660 -0.464
N 0.927 -1.350 -0.447 -0.063
N 3.209 -0.746 0.302 -0.041
N 2.210 -0.265 -0.301 -0.334
O 2.093 0.944 -0.654 -0.150
O 4.189 0.221 0.589 -0.125
H -0.188 0.960 0.885 0.015
H -1.763 0.147 0.786 0.029
H -0.204 -0.623 1.519 0.018
H -0.269 0.282 -1.426 0.107
H -1.015 -1.318 -1.037 0.061
H 3.728 1.087 0.318 0.075
```

ORCA calculation (wB97M-V/def2-TZVPD) on a structure of composition C6H13BN3O2 at a distorted geometry.

**Orbital gap**: 8.03 eV
**Lowest unoccupied orbital energy**: -3.491 eV
**Net charge**: +1
**Spin multiplicity**: 1
**ΔE to the lowest compared entry with this formula, charge and spin**: 452.2 kJ/mol

Geometry as XYZ:
```
25
Properties=species:S:1:pos:R:3:lowdin_charge:R:1
B -0.263 -0.303 -1.437 -0.776
C -0.706 -2.358 -1.905 0.108
C -0.896 -2.711 0.459 -0.080
C 1.300 -1.585 0.418 -0.094
C 0.350 -0.521 0.041 -0.161
C 1.227 1.738 0.460 0.071
C -1.191 1.182 1.312 0.074
N -0.850 -2.905 -0.822 0.081
N 0.037 -1.774 0.941 0.022
N 0.255 0.674 1.040 -0.094
O 0.733 -0.353 -2.419 0.115
O -1.524 0.256 -1.539 0.097
H -0.301 -2.681 -2.861 0.113
H -1.397 -3.346 1.111 0.114
H 1.586 -2.296 -0.512 0.194
H 2.147 -1.263 0.960 0.110
H 2.032 1.076 0.318 0.083
H 0.707 2.100 -0.409 0.104
H 1.374 2.483 1.296 0.133
H -1.206 1.995 1.982 0.096
H -1.579 1.424 0.361 0.078
H -1.660 0.420 1.764 0.063
H 0.666 0.348 2.004 0.220
H 0.576 -0.230 -3.375 0.132
H -1.726 0.680 -2.483 0.196
```

ORCA calculation (wB97M-V/def2-TZVPD) on the molecule C4H7NS at a distorted geometry.

**SMILES**: C1NC[C@@H]2S[C@@H]12
**Orbital gap**: 9.42 eV
**Lowest unoccupied orbital energy**: 0.750 eV
**Spin multiplicity**: 1
**ΔE to the lowest compared entry with this formula, charge and spin**: 499.4 kJ/mol

Geometry as XYZ:
```
13
Properties=species:S:1:pos:R:3:lowdin_charge:R:1
C 0.818 -1.216 -0.231 -0.264
C 1.222 1.198 0.124 -0.172
C -0.193 0.712 -0.224 -0.555
C -0.312 -0.607 0.540 -0.573
H 1.499 -1.923 0.441 0.146
H 0.439 -1.380 -1.203 0.090
H 2.794 -0.456 0.467 0.176
H 1.648 1.773 -0.743 0.111
H 1.391 1.695 1.090 0.105
H -0.234 0.368 -1.248 0.044
H 0.053 -0.306 1.543 0.118
N 1.861 -0.157 -0.158 -0.122
S -1.864 0.050 -0.031 0.898
```

ORCA calculation (wB97M-V/def2-TZVPD) on a structure of composition C8H21NO4P at a distorted geometry.

**Orbital gap**: 9.85 eV
**Lowest unoccupied orbital energy**: -2.678 eV
**Net charge**: +1
**Spin multiplicity**: 1
**ΔE to the lowest compared entry with this formula, charge and spin**: 230.1 kJ/mol

Geometry as XYZ:
```
35
Properties=species:S:1:pos:R:3:lowdin_charge:R:1
C 2.534 -0.654 2.749 -0.045
C -1.618 -2.909 1.170 -0.042
C -0.690 4.125 -1.802 -0.102
C 1.385 0.166 2.177 -0.251
C -2.140 -1.628 0.515 -0.218
C -1.529 2.870 -2.070 -0.280
C 1.572 -1.292 -1.999 -0.011
C -0.474 0.081 0.657 -0.428
N 1.638 -1.838 -0.799 0.126
O 0.414 0.129 -1.828 -0.298
O 0.611 -0.558 1.257 -0.151
O -1.260 -0.731 -0.145 -0.190
O -1.312 1.704 -1.260 -0.349
P 0.151 1.475 -0.677 1.120
H 2.298 -1.580 3.244 0.085
H 3.181 -0.979 1.947 0.071
H 3.037 -0.047 3.402 0.057
H -1.138 -2.727 2.081 0.055
H -2.454 -3.536 1.291 0.067
H -0.842 -3.454 0.527 0.096
H -1.165 5.029 -2.158 0.085
H -0.722 4.193 -0.693 0.079
H 0.334 3.970 -2.137 0.063
H 1.944 0.984 1.619 0.130
H 0.798 0.572 2.956 0.115
H -2.731 -1.211 1.317 0.118
H -2.846 -1.584 -0.362 0.154
H -1.494 2.627 -3.067 0.088
H -2.585 3.101 -1.680 0.153
H 1.014 -1.739 -2.846 0.149
H 2.395 -0.664 -2.348 0.129
H -1.216 0.616 1.235 0.140
H 1.205 -2.689 -0.512 0.114
H -0.415 -0.378 -1.756 0.067
H 2.122 -1.444 -0.005 0.105
```